Run A
Density functional theory data (wB97M-V/def2-TZVPD) for a 3-piece molecular cluster, C4H14N2O overall.

The calculation puts the HOMO energy at -0.306 hartree. The value obtained for the orbital gap is 4.853 eV.

The geometry in XYZ format:
```
21
C4H14N2O wB97M-V/def2-TZVPD
N -1.70 -1.91 0.59
C 1.22 -0.92 -0.17
C 0.92 -0.58 1.34
C 1.16 0.36 -0.96
N -0.21 0.95 -1.05
C -1.29 -0.01 -1.15
H -2.38 -1.75 1.27
H 0.54 -1.67 -0.61
H 2.24 -1.53 -0.14
H 1.75 0.15 1.60
H 0.89 -1.48 2.01
H -0.08 -0.18 1.27
H 1.91 0.95 -0.44
H 1.60 0.26 -2.01
H -0.32 1.40 -0.09
H -0.87 -0.50 -1.95
H -1.62 -0.75 -0.35
H -2.28 0.48 -1.48
H -1.89 -2.79 0.12
H -0.38 2.54 1.66
O 0.27 2.32 0.99
```



Run B
Density functional theory data (wB97M-V/def2-TZVPD) for a 3-piece molecular cluster, C4H14N2O overall.

The calculation puts the HOMO energy at -0.283 hartree. The value obtained for the orbital gap is 8.689 eV.

The geometry in XYZ format:
```
21
C4H14N2O wB97M-V/def2-TZVPD
C -0.94 -0.12 -1.23
C -0.06 1.15 0.21
C -0.93 0.98 1.45
N -2.09 0.49 -1.66
N -1.07 -1.38 -0.73
H -0.10 -0.03 -1.92
H -1.97 1.40 -2.06
H -2.87 0.46 -1.02
H -1.81 -1.51 -0.06
H -0.15 -1.75 -0.42
H 0.95 1.48 0.48
H -0.38 2.04 -0.34
H -0.93 1.86 2.11
H -1.97 0.77 1.20
H -0.59 0.12 2.04
C 2.84 -1.13 0.34
O 1.45 -1.20 0.13
H 0.99 -0.22 0.30
H 3.10 -1.90 1.08
H 3.18 -0.15 0.69
H 3.37 -1.37 -0.59
```



Order from most stable to least stable according to the calculation: run B, run A



Run A
Density functional theory data (wB97M-V/def2-TZVPD) for a 2-piece molecular cluster, C4H14N2O overall.

The calculation puts the HOMO energy at -0.320 hartree. The value obtained for the orbital gap is 9.396 eV.

The geometry in XYZ format:
```
21
C4H14N2O wB97M-V/def2-TZVPD
N -1.24 0.96 1.34
C -0.26 -0.12 1.51
C 0.02 -0.95 0.25
C 0.52 -0.15 -0.97
C 1.72 0.74 -0.63
N 2.80 -0.02 0.01
H -2.09 0.60 0.92
H -0.91 1.65 0.68
H 0.67 0.33 1.84
H -0.67 -0.79 2.27
H 0.75 -1.72 0.52
H -0.92 -1.43 -0.04
H 0.83 -0.91 -1.70
H -0.26 0.46 -1.40
H 1.35 1.50 0.06
H 2.08 1.25 -1.54
H 3.53 0.62 0.25
H 3.21 -0.65 -0.68
O -3.50 -0.15 -0.78
H -3.20 -0.99 -1.20
H -4.43 -0.24 -0.71
```



Run B
Density functional theory data (wB97M-V/def2-TZVPD) for a 2-piece molecular cluster, C4H14N2O overall.

The calculation puts the HOMO energy at -0.333 hartree. The value obtained for the orbital gap is 9.971 eV.

The geometry in XYZ format:
```
21
C4H14N2O wB97M-V/def2-TZVPD
C 1.51 0.38 0.92
C 1.68 -0.92 0.14
N 0.53 -1.20 -0.67
N 1.59 -2.08 1.13
H 1.37 1.20 0.22
H 2.37 0.56 1.56
H 0.62 0.32 1.54
H 2.61 -0.93 -0.45
H 0.76 -1.84 -1.42
H 0.08 -1.85 0.17
H 2.13 -1.91 1.97
H 1.98 -2.93 0.73
C -1.32 1.70 -1.55
O -2.60 1.35 -1.09
C -2.59 0.80 0.20
H -1.43 2.07 -2.57
H -0.65 0.83 -1.55
H -0.87 2.48 -0.92
H -1.96 -0.11 0.24
H -2.20 1.52 0.94
H -3.62 0.55 0.46
```



Order from most stable to least stable according to the calculation: run A, run B



Run A
Density functional theory data (wB97M-V/def2-TZVPD) for a 2-piece molecular cluster, C4H14N2O overall.

The calculation puts the HOMO energy at -0.292 hartree. The value obtained for the orbital gap is 8.685 eV.

The geometry in XYZ format:
```
21
C4H14N2O wB97M-V/def2-TZVPD
C -0.81 3.28 -0.60
N -0.90 1.91 -0.88
C 0.12 0.91 -0.71
C -0.46 -0.28 0.04
C -1.19 0.02 1.36
N -0.12 0.32 2.37
H -1.70 3.77 -0.22
H -0.57 3.92 -1.49
H 0.03 3.40 0.17
H -1.83 1.64 -1.13
H 0.99 1.39 -0.24
H 0.44 0.51 -1.69
H -1.11 -0.73 -0.69
H 0.29 -1.08 0.12
H -1.75 0.92 1.03
H -1.99 -0.72 1.69
H 0.13 -0.60 2.72
H -0.64 0.74 3.14
O 2.81 -5.32 -1.51
H 2.76 -4.37 -1.39
H 3.48 -5.55 -0.86
```



Run B
Density functional theory data (wB97M-V/def2-TZVPD) for a 2-piece molecular cluster, C4H14N2O overall.

The calculation puts the HOMO energy at -0.345 hartree. The value obtained for the orbital gap is 10.322 eV.

The geometry in XYZ format:
```
21
C4H14N2O wB97M-V/def2-TZVPD
C 0.95 -0.70 2.21
C 1.72 -0.31 0.97
C 0.99 0.55 -0.03
N -0.04 -0.20 -0.74
C -0.53 0.49 -1.93
N -1.55 -0.34 -2.55
H 0.60 0.14 2.81
H 0.09 -1.33 2.02
H 1.59 -1.31 2.86
H 2.03 -1.23 0.46
H 2.67 0.14 1.22
H 0.51 1.39 0.50
H 1.73 0.98 -0.71
H 0.30 -1.12 -1.02
H 0.29 0.68 -2.65
H -0.89 1.46 -1.59
H -2.17 0.20 -3.13
H -2.10 -0.74 -1.80
O -1.91 0.46 1.39
H -2.82 0.64 1.14
H -1.46 0.17 0.57
```



Order from most stable to least stable according to the calculation: run B, run A



Run A
Density functional theory data (wB97M-V/def2-TZVPD) for an isolated ion of composition C5H10NOS and charge +1.

The calculation puts the HOMO energy at -0.505 hartree. The charge is +1. The value obtained for the orbital gap is 7.194 eV.

The geometry in XYZ format:
```
18
C5H10NOS wB97M-V/def2-TZVPD
C 0.98 0.64 0.43
C -0.56 1.17 0.10
C -0.88 1.10 -1.30
C -2.00 0.35 -1.81
C 2.03 -1.36 1.14
N 0.90 -0.54 0.95
O 1.88 1.31 0.07
S -0.52 -1.48 1.15
H -1.41 0.88 0.69
H -0.38 2.22 0.40
H -2.81 0.45 -1.22
H -0.08 1.41 -1.97
H -2.23 0.90 -2.69
H -1.60 -0.65 -2.05
H 3.03 -0.83 1.35
H 1.87 -1.91 1.96
H 2.29 -1.97 0.24
H -0.50 -1.69 2.57
```



Run B
Density functional theory data (wB97M-V/def2-TZVPD) for an isolated ion of composition C5H10NOS and charge +1.

The calculation puts the HOMO energy at -0.481 hartree. The charge is +1. The value obtained for the orbital gap is 9.041 eV.

The geometry in XYZ format:
```
18
C5H10NOS wB97M-V/def2-TZVPD
C 0.57 0.34 0.57
C -0.08 -0.76 0.19
C -2.45 0.45 -0.32
C 2.06 0.41 0.23
C 0.54 -2.14 -0.08
N -1.82 1.19 -1.17
O -0.03 1.30 1.21
S -1.93 -0.84 0.51
H -3.52 0.65 -0.35
H 2.11 0.62 -0.81
H 2.56 -0.41 0.59
H 2.44 1.31 0.62
H 0.33 -2.43 -1.10
H 0.25 -2.82 0.66
H 1.54 -1.90 0.15
H -2.36 2.00 -1.48
H -0.80 1.14 -1.12
H 0.58 1.90 1.70
```



Order from most stable to least stable according to the calculation: run B, run A



Run A
Density functional theory data (wB97M-V/def2-TZVPD) for a 2-piece molecular cluster, C2H8NOS overall.

The calculation puts the HOMO energy at -0.099 hartree. The charge is -1. The value obtained for the orbital gap is 6.936 eV.

The geometry in XYZ format:
```
13
C2H8NOS wB97M-V/def2-TZVPD
C 1.55 1.85 0.34
S 0.94 1.27 -1.30
H 2.15 2.76 0.24
H 0.70 2.03 1.00
H 2.15 1.09 0.84
N -1.87 -0.50 -0.05
C -0.82 -1.43 0.29
O -0.11 -1.92 -0.84
H -1.42 0.30 -0.51
H -2.45 -0.93 -0.76
H -0.15 -0.92 0.98
H -1.29 -2.31 0.77
H 0.61 -1.29 -1.02
```



Run B
Density functional theory data (wB97M-V/def2-TZVPD) for a 2-piece molecular cluster, C2H8NOS overall.

The calculation puts the HOMO energy at -0.100 hartree. The charge is -1. The value obtained for the orbital gap is 6.900 eV.

The geometry in XYZ format:
```
13
C2H8NOS wB97M-V/def2-TZVPD
C -2.27 -1.00 0.15
S -0.82 -1.28 1.25
H -2.97 -1.83 0.18
H -1.91 -0.88 -0.87
H -2.82 -0.11 0.45
N 1.55 0.47 -1.21
C 1.69 0.89 0.18
O 0.53 1.49 0.64
H 0.58 0.26 -1.39
H 2.05 -0.40 -1.33
H 2.51 1.61 0.27
H 1.94 0.05 0.83
H -0.06 0.73 0.86
```



Order from most stable to least stable according to the calculation: run A, run B



Run A
Density functional theory data (wB97M-V/def2-TZVPD) for a 2-piece molecular cluster, C3H7N4 overall.

The calculation puts the HOMO energy at -0.534 hartree. The charge is +1. The value obtained for the orbital gap is 8.130 eV.

The geometry in XYZ format:
```
14
C3H7N4 wB97M-V/def2-TZVPD
C 1.53 -1.65 -1.37
C 0.57 -1.85 -0.51
C -0.32 -0.33 1.20
N 1.93 -0.29 -1.24
N 1.33 0.26 -0.41
N 0.31 -0.61 0.12
N -1.43 2.24 0.48
H 1.88 -2.23 -2.16
H 0.14 -2.69 -0.12
H -0.93 -1.15 1.51
H -0.29 0.66 1.69
H -2.43 2.23 0.26
H -1.34 3.02 1.04
H -0.94 2.38 -0.48
```



Run B
Density functional theory data (wB97M-V/def2-TZVPD) for an isolated ion of composition C3H7N4 and charge +1.

The calculation puts the HOMO energy at -0.551 hartree. The charge is +1. The value obtained for the orbital gap is 10.954 eV.

The geometry in XYZ format:
```
14
C3H7N4 wB97M-V/def2-TZVPD
C 1.95 0.24 0.55
C 0.57 -0.09 0.03
N 0.44 -0.86 -1.04
N -0.54 0.58 0.47
C -1.87 0.34 -0.18
N -3.04 -0.10 0.68
N -2.54 -0.88 -0.08
H 2.45 -0.56 1.25
H 2.60 0.32 -0.34
H 1.98 1.13 1.04
H 1.30 -1.08 -1.63
H -0.47 -1.32 -1.25
H -0.71 1.12 1.37
H -2.11 1.17 -0.87
```



Order from most stable to least stable according to the calculation: run B, run A